[1]
Molecular formula: C21H14ClF5NORuSTe
Method: DFT, the ωB97M-V functional and the def2-TZVPD basis

## Properties
* ⟨S²⟩: 6.016
* HOMO level (spin up / spin down): -10.72 / -11.14 eV
* lowest unoccupied orbital energy (spin up / spin down): -3.3288 / -4.3493 eV

```
! RIJCOSX wB97M-V def2-TZVPD def2/J DEFGRID3
* xyz 1 5
Ru -0.093 -0.044 -0.388
S 3.999 -1.845 0.427
C 4.194 -0.184 0.108
C 5.355 0.608 0.304
C 5.229 1.980 0.089
C 4.054 2.516 -0.405
C 2.930 1.769 -0.556
C 2.996 0.413 -0.243
N 1.932 -0.505 -0.307
C 2.321 -1.718 0.001
C 1.359 -2.809 0.183
C 1.243 -3.833 -0.779
C 0.311 -4.842 -0.705
C -0.596 -4.752 0.360
C -0.622 -3.710 1.259
C 0.389 -2.760 1.189
H 6.299 0.196 0.586
H 6.071 2.625 0.177
H 3.951 3.598 -0.619
H 2.013 2.268 -0.854
H 1.972 -3.856 -1.583
H 0.224 -5.612 -1.434
H -1.395 -5.455 0.441
H -1.393 -3.588 2.076
Cl 0.370 -1.456 2.359
F -7.356 0.026 -0.561
C -6.043 0.142 -0.585
C -5.407 0.322 -1.787
F -6.164 0.560 -2.838
C -4.062 0.271 -1.818
F -3.427 0.603 -2.965
C -3.348 0.022 -0.641
O -2.020 -0.014 -0.696
C -3.965 -0.091 0.573
F -3.283 -0.310 1.702
C -5.382 -0.104 0.610
F -6.125 -0.238 1.715
C 1.211 2.945 2.085
Te -0.532 2.436 0.898
C -0.434 3.633 -0.892
H 2.120 3.067 1.555
H 1.282 2.184 2.848
H 0.978 3.922 2.611
H 0.156 4.518 -0.571
H -1.432 3.931 -1.155
H 0.118 3.171 -1.776
*
```


[2]
Molecular formula: C21H14F6N5O8PbS3SbSe4
Method: DFT, the ωB97M-V functional and the def2-TZVPD basis

## Properties
* HOMO level: -2.31 eV
* relative energy (zero: lowest compared OMol25 entry of this formula, charge and spin): 32.0 kcal/mol
* lowest unoccupied orbital energy: 3.6921 eV

```
! RIJCOSX wB97M-V def2-TZVPD def2/J DEFGRID3
* xyz -2 1
Pb 0.178 1.403 1.033
O 3.015 -2.383 -0.546
C 2.077 -1.623 0.031
O 1.025 -1.282 -0.385
C 2.621 -1.270 1.415
C 3.743 -1.931 1.898
C 4.230 -1.498 3.128
C 3.705 -0.395 3.737
C 2.583 0.214 3.116
N 2.014 -0.229 2.021
C 1.858 1.402 3.661
O 2.677 2.102 4.496
O 1.153 2.119 2.889
H 2.716 -2.752 -1.379
H 4.242 -2.717 1.341
H 5.128 -1.942 3.597
H 4.076 0.081 4.604
H 2.340 3.038 4.432
F 3.535 -0.278 -4.264
C 2.828 0.602 -5.005
F 1.896 -0.142 -5.683
F 3.616 1.091 -5.943
S 2.036 2.026 -4.087
O 1.103 1.453 -3.159
O 1.472 2.744 -5.195
N 3.385 2.749 -3.530
S 3.763 2.913 -1.996
O 4.880 3.815 -1.942
O 2.626 3.142 -1.157
C 4.536 1.312 -1.367
F 5.630 0.987 -2.039
F 4.851 1.392 -0.067
F 3.623 0.338 -1.526
N -4.635 -0.891 -0.724
C -4.773 -0.941 -2.118
C -5.311 -2.085 -2.722
C -5.451 -2.134 -4.110
C -4.931 -1.110 -4.900
C -4.250 -0.081 -4.275
C -4.237 0.043 -2.911
S -3.376 1.392 -2.160
N -2.788 0.590 -0.788
C -3.441 -0.338 -0.261
C -2.953 -0.900 1.061
C -3.727 -0.701 2.172
C -3.212 -1.007 3.409
C -1.935 -1.544 3.468
C -1.291 -1.771 2.233
N -1.780 -1.479 1.056
H -4.903 -1.736 -0.247
H -5.554 -2.949 -2.119
H -5.978 -2.999 -4.515
H -4.939 -1.190 -5.963
H -3.780 0.660 -4.840
H -4.666 -0.144 2.091
H -3.731 -0.768 4.350
H -1.365 -1.725 4.369
H -0.247 -2.164 2.138
Se -2.917 1.207 6.456
Sb -1.315 2.062 4.881
Se -2.181 2.029 2.544
Se 0.085 3.973 5.334
Se 0.423 0.222 4.964
*
```


[3]
Molecular formula: C21H15Br2CrN8Se
Method: DFT, the ωB97M-V functional and the def2-TZVPD basis

## Properties
* ⟨S²⟩: 4.100
* HOMO level (spin up / spin down): -14.09 / -14.34 eV
* relative energy (zero: lowest compared OMol25 entry of this formula, charge and spin): 9.1 kcal/mol
* lowest unoccupied orbital energy (spin up / spin down): -7.9786 / -7.1369 eV

```
! RIJCOSX wB97M-V def2-TZVPD def2/J DEFGRID3
* xyz 2 4
Cr 0.441 0.144 -0.784
N 4.458 0.498 -2.069
C 3.450 -0.357 -1.971
N 2.358 0.317 -1.636
C 2.797 1.616 -1.554
N 4.065 1.761 -1.809
C 1.825 2.681 -1.319
C 2.148 4.026 -1.374
N 1.213 4.965 -1.291
C -0.046 4.556 -1.193
C -0.376 3.211 -1.114
N 0.561 2.263 -1.139
H 5.424 0.311 -2.303
H 3.527 -1.414 -2.167
H 3.180 4.336 -1.492
H -0.817 5.315 -1.172
H -1.407 2.905 -1.039
Br -6.043 -0.678 -1.264
C -4.248 -0.477 -0.848
C -3.796 0.664 -0.200
C -2.442 0.804 0.003
N -1.538 -0.108 -0.388
C -2.003 -1.274 -0.901
C -3.338 -1.477 -1.168
C -0.963 -2.321 -1.072
C -1.251 -3.649 -1.291
C -0.207 -4.565 -1.299
Br -0.549 -6.363 -1.604
C 1.085 -4.128 -1.040
C 1.287 -2.784 -0.817
N 0.297 -1.884 -0.865
H -4.485 1.428 0.132
H -2.057 1.671 0.519
H -3.679 -2.399 -1.615
H -2.269 -3.984 -1.426
H 1.911 -4.823 -0.998
H 2.265 -2.408 -0.550
Se 1.627 0.158 1.345
C 0.494 0.133 2.878
C -0.553 1.026 3.049
C -1.255 0.988 4.246
N -0.963 0.151 5.239
C 0.050 -0.694 5.063
C 0.808 -0.752 3.896
H -0.799 1.758 2.293
H -2.076 1.674 4.421
H 0.270 -1.361 5.888
H 1.617 -1.463 3.799
*
```


[4]
Molecular formula: C21H15CaO3P
Method: DFT, the ωB97M-V functional and the def2-TZVPD basis

## Properties
* HOMO level: -14.42 eV
* lowest unoccupied orbital energy: -7.9949 eV

```
! RIJCOSX wB97M-V def2-TZVPD def2/J DEFGRID3
* xyz 2 1
O -5.306 -0.599 -4.124
C -4.722 0.317 -3.741
Ca -1.232 2.619 -1.150
C -3.418 3.281 0.073
C -0.911 4.292 -3.123
O -4.279 3.388 0.840
O -0.718 4.999 -4.030
C -1.120 -4.125 1.809
C -1.819 -3.006 2.317
C -1.608 -1.734 1.800
C -0.707 -1.545 0.723
C 0.071 -2.627 0.295
C -0.155 -3.912 0.808
P -0.560 0.130 0.023
C 0.527 0.911 1.251
C 0.104 2.197 1.619
C 0.602 2.768 2.786
C 1.581 2.087 3.524
C 2.128 0.866 3.068
C 1.615 0.287 1.894
C 0.718 -0.078 -1.240
C 2.050 0.349 -1.194
C 2.844 0.224 -2.345
C 2.299 -0.351 -3.503
C 0.972 -0.824 -3.525
C 0.199 -0.719 -2.386
H -1.297 -5.125 2.211
H -2.528 -3.152 3.136
H -2.131 -0.854 2.216
H 0.869 -2.478 -0.446
H 0.436 -4.756 0.436
H -0.681 2.744 1.037
H 0.212 3.728 3.103
H 1.939 2.513 4.460
H 2.941 0.370 3.626
H 2.065 -0.638 1.508
H 2.470 0.779 -0.279
H 3.895 0.557 -2.332
H 2.922 -0.475 -4.386
H 0.552 -1.291 -4.418
H -0.821 -1.116 -2.342
*
```


[5]
Molecular formula: C21H15Cl2F3O2S
Method: DFT, the ωB97M-V functional and the def2-TZVPD basis

## Properties
* HOMO level: -6.99 eV
* lowest unoccupied orbital energy: -2.3919 eV

```
! RIJCOSX wB97M-V def2-TZVPD def2/J DEFGRID3
* xyz 0 1
Cl -8.673 0.276 -0.305
C -6.980 0.279 -0.576
C -6.278 -0.934 -0.618
C -4.897 -0.927 -0.864
C -4.228 0.280 -1.064
S -2.442 0.280 -1.438
C -1.656 0.588 0.059
Cl -0.056 0.371 0.264
O -2.157 -1.066 -1.897
O -2.260 1.390 -2.355
C -4.925 1.487 -1.011
C -6.306 1.494 -0.763
H -6.808 -1.874 -0.474
H -4.357 -1.870 -0.919
H -2.226 0.789 0.959
H -4.408 2.429 -1.184
H -6.857 2.432 -0.731
F 2.939 -0.121 5.585
C 3.600 0.905 4.961
F 3.129 2.070 5.500
F 4.926 0.803 5.304
C 3.416 0.852 3.467
C 3.148 2.022 2.758
C 2.838 1.939 1.412
C 2.759 0.684 0.763
C 2.100 0.608 -0.530
C 2.226 -0.507 -1.460
C 2.491 -0.257 -2.827
C 2.498 -1.299 -3.751
C 2.280 -2.616 -3.325
C 2.067 -2.886 -1.970
C 2.034 -1.841 -1.043
C 3.289 -0.440 1.442
C 3.538 -0.370 2.811
H 3.166 2.984 3.262
H 2.591 2.847 0.852
H 1.798 1.561 -0.981
H 2.663 0.774 -3.146
H 2.694 -1.089 -4.803
H 2.298 -3.438 -4.044
H 1.934 -3.909 -1.618
H 1.817 -2.053 0.004
H 3.446 -1.386 0.924
H 3.825 -1.260 3.367
*
```


[6]
Molecular formula: C21H15Cl2N5O3S
Method: DFT, the ωB97M-V functional and the def2-TZVPD basis

## Properties
* HOMO level: -9.19 eV
* relative energy (zero: lowest compared OMol25 entry of this formula, charge and spin): 57.7 kcal/mol
* lowest unoccupied orbital energy: 0.0091 eV

```
! RIJCOSX wB97M-V def2-TZVPD def2/J DEFGRID3
* xyz 0 1
O 6.053 -4.938 1.240
O 0.893 2.823 2.030
Cl -0.762 -2.029 2.185
Cl -3.575 -1.236 -0.202
C 5.006 -3.587 2.749
C 4.293 -2.690 2.952
N -5.781 3.149 -0.009
N -5.522 2.337 -0.971
N -5.124 2.900 1.173
O 6.303 -5.492 3.403
S -2.973 1.533 2.056
C 5.826 -4.721 2.405
C -0.162 2.114 2.164
C -4.147 2.084 0.838
C 3.268 -0.394 3.318
C 1.908 -2.221 2.691
C 2.196 0.486 3.371
C -2.947 2.040 -2.478
C -1.916 1.607 -3.336
C -2.008 -0.573 -2.317
C 0.842 -1.328 2.594
C -2.978 -0.071 -1.361
C 3.192 -1.773 3.044
C 1.024 0.011 2.896
C -3.535 1.186 -1.547
C -1.467 0.282 -3.289
N -0.079 0.882 2.781
N -4.409 1.740 -0.508
C -1.539 2.636 1.742
C 0.134 0.410 -5.507
C 0.910 0.177 -4.327
C -0.552 -0.308 -4.395
H 7.114 -5.933 3.140
H 4.154 0.064 3.506
H 1.763 -3.327 2.571
H 2.320 1.528 3.538
H -3.177 3.092 -2.629
H -1.326 2.270 -3.954
H -1.626 -1.642 -2.209
H -0.924 0.244 2.644
H -1.524 2.678 0.597
H -1.558 3.642 2.136
H 0.517 -0.089 -6.443
H -0.344 1.346 -5.625
H 1.871 -0.431 -4.528
H 1.060 0.912 -3.586
H -0.690 -1.394 -4.541
*
```


[7]
Molecular formula: C21H15Cl3FeN2O4S
Method: DFT, the ωB97M-V functional and the def2-TZVPD basis

## Properties
* HOMO level (spin up / spin down): -1.03 / -1.06 eV
* relative energy (zero: lowest compared OMol25 entry of this formula, charge and spin): 3.7 kcal/mol
* lowest unoccupied orbital energy (spin up / spin down): 4.4244 / 4.4244 eV

```
! RIJCOSX wB97M-V def2-TZVPD def2/J DEFGRID3
* xyz -2 1
Fe -0.188 -0.132 0.166
O 3.945 0.289 0.351
C 2.822 0.064 0.832
O 1.792 -0.211 0.156
C 2.701 0.057 2.360
C 3.909 -0.061 3.052
C 3.981 -0.125 4.433
C 2.793 -0.075 5.156
C 1.590 0.057 4.493
C 1.494 0.143 3.086
S -0.123 0.437 2.461
H 4.804 -0.098 2.444
H 4.939 -0.213 4.935
H 2.805 -0.137 6.241
H 0.663 0.105 5.054
C -3.223 -0.931 -0.022
N -2.188 0.096 -0.025
C -2.546 1.331 -0.060
C -1.524 2.317 -0.148
C -1.535 3.710 -0.045
C -0.191 4.098 -0.137
C 0.550 2.915 -0.297
N -0.248 1.844 -0.314
C -4.006 -1.007 1.270
C -5.395 -1.010 1.267
C -6.113 -1.113 2.455
C -5.437 -1.203 3.662
C -4.045 -1.187 3.672
C -3.331 -1.096 2.488
H -2.736 -1.889 -0.190
H -3.918 -0.767 -0.854
H -3.601 1.620 -0.036
H -2.401 4.338 0.118
H 0.209 5.101 -0.079
H 1.619 2.803 -0.416
H -5.924 -0.939 0.321
H -7.197 -1.120 2.434
H -5.990 -1.286 4.591
H -3.504 -1.248 4.609
H -2.245 -1.083 2.502
Cl 0.561 -5.048 -0.038
C -0.158 -3.985 -1.235
Cl 0.562 -4.173 -2.819
Cl -1.866 -4.478 -1.392
C -0.248 -2.456 -0.752
O -0.247 -1.610 -1.645
O -0.337 -2.287 0.470
*
```


[8]
Molecular formula: C21H15ClN5O2Tl
Method: DFT, the ωB97M-V functional and the def2-TZVPD basis

## Properties
* HOMO level (spin up / spin down): -14.68 / -14.28 eV
* lowest unoccupied orbital energy (spin up / spin down): -7.7877 / -9.3026 eV

```
! RIJCOSX wB97M-V def2-TZVPD def2/J DEFGRID3
* xyz 2 1
Tl -1.760 -0.110 -2.567
N -2.296 -2.496 1.910
C -1.952 -2.026 0.716
N -1.964 -0.755 0.391
C -2.313 0.117 1.354
N -2.263 1.454 1.131
N -1.621 1.776 0.064
C -0.639 2.553 -0.081
C -0.210 3.004 -1.413
C 0.639 4.089 -1.501
C 1.015 4.533 -2.763
C 0.531 3.870 -3.873
C -0.318 2.784 -3.681
N -0.681 2.349 -2.479
C -2.736 -0.289 2.656
C -3.137 0.612 3.663
C -3.510 0.129 4.886
C -3.489 -1.258 5.139
C -3.096 -2.157 4.179
C -2.715 -1.659 2.932
H -2.236 -3.492 2.079
H -1.645 -2.761 -0.017
H -0.100 2.905 0.797
H 0.977 4.595 -0.606
H 1.667 5.391 -2.869
H 0.800 4.176 -4.875
H -0.719 2.250 -4.536
H -3.158 1.671 3.449
H -3.828 0.811 5.662
H -3.791 -1.624 6.111
H -3.084 -3.221 4.378
Cl 6.826 -2.603 -1.850
C 5.217 -2.283 -1.646
C 4.676 -1.076 -2.201
C 3.354 -0.827 -2.036
C 2.527 -1.757 -1.339
C 3.092 -2.941 -0.770
C 4.411 -3.216 -0.921
C 1.021 -1.543 -1.203
O 0.450 -2.293 -0.413
O 0.539 -0.622 -1.921
H 5.334 -0.408 -2.740
H 2.886 0.059 -2.443
H 2.428 -3.603 -0.233
H 4.869 -4.109 -0.520
*
```


[9]
Molecular formula: C21H15Cu2F17N2O29S4
Method: DFT, the ωB97M-V functional and the def2-TZVPD basis

## Properties
* ⟨S²⟩: 3.777
* HOMO level (spin up / spin down): -7.35 / -7.13 eV
* lowest unoccupied orbital energy (spin up / spin down): 0.6544 / -1.7795 eV

```
! RIJCOSX wB97M-V def2-TZVPD def2/J DEFGRID3
* xyz -1 4
Cu 2.122 -2.607 2.348
Cu -0.769 -2.732 0.046
C 1.981 1.261 4.105
F 2.084 2.170 5.165
F 0.738 0.934 3.777
F 2.674 1.875 3.090
S 2.984 -0.357 4.699
O 3.978 0.016 5.695
O 2.031 -1.249 5.325
N 3.408 -1.214 3.208
S 4.942 -1.263 3.246
O 5.521 0.075 3.453
O 5.482 -2.367 3.982
C 5.323 -1.480 1.317
F 5.142 -0.352 0.649
F 6.544 -1.901 1.249
F 4.418 -2.320 0.760
C 1.946 0.054 -1.523
F 1.633 1.091 -2.223
F 1.798 -1.135 -2.114
F 3.200 0.130 -1.108
S 0.733 0.046 -0.041
O 1.333 -0.854 0.970
O 0.688 1.385 0.381
N -0.645 -0.727 -0.558
S -1.613 0.273 -1.387
O -1.039 1.589 -1.770
O -2.214 -0.506 -2.484
C -3.076 0.698 -0.069
F -3.844 1.609 -0.643
F -3.903 -0.384 0.110
F -2.557 1.261 1.013
C -0.967 -2.323 3.369
O 0.207 -1.952 3.486
O -1.318 -2.757 2.287
O -1.057 -3.155 4.286
C 0.885 -4.801 0.957
O -0.336 -4.798 0.734
O 1.062 -4.666 2.128
O 1.248 -3.697 0.591
C 3.718 -3.945 -1.883
C 3.573 -4.135 -3.399
O 4.632 -3.287 -3.838
C 5.586 -3.140 -2.960
O 6.708 -2.737 -3.170
O 5.000 -3.422 -1.683
F 2.435 -3.574 -3.888
H 3.527 -4.896 -1.386
H 2.963 -3.243 -1.529
H 3.527 -5.204 -3.606
C -7.444 0.868 0.651
C -8.757 1.678 0.747
O -8.552 2.403 1.898
C -7.626 1.890 2.691
O -7.305 2.246 3.816
O -7.081 0.851 2.041
F -9.869 0.964 0.990
H -6.715 1.168 -0.101
H -7.812 -0.029 0.153
H -8.877 2.390 -0.069
C -0.905 4.586 -1.961
C -0.332 3.986 -3.249
O 0.518 4.906 -3.727
C 1.069 5.587 -2.583
O 2.015 6.406 -2.518
O 0.308 5.169 -1.530
F -1.246 4.037 -4.213
H -1.458 3.920 -1.298
H -1.548 5.419 -2.244
H -0.054 2.972 -2.963
C -0.369 -4.141 -5.562
C -1.334 -3.028 -5.265
O -1.002 -2.655 -3.956
C -0.283 -3.639 -3.365
O -0.097 -3.605 -2.125
O -0.023 -4.610 -4.292
F -2.502 -3.592 -5.105
H 0.494 -3.939 -6.196
H -0.845 -4.927 -6.148
H -1.352 -2.109 -5.851
C 0.216 4.617 2.177
C 0.347 4.778 3.736
O -0.950 5.199 4.061
C -1.888 4.807 3.060
O -3.111 4.750 3.222
O -1.163 4.635 1.877
F 1.152 5.730 4.097
H 0.642 3.673 1.835
H 0.771 5.466 1.777
H 0.536 3.883 4.329
*
```